a.
Here is one molecule with the formula C23H35N3O3 from the Open Molecules 2025 dataset. Energies are from wB97M-V/def2-TZVPD.

Calculated values
HOMO-LUMO gap = 9.6 eV
LUMO = 0.0255 Eh
SMILES = CC1(C)C[C@@H](C(=O)N2CCCCC(C)(C)C2)CN(C(=O)c2ncoc2C2CC2)C1
HOMO level = -8.859 eV

```
! RIJCOSX wB97M-V def2-TZVPD def2/J DEFGRID3
* xyz 0 1
C -2.068 -2.680 2.784
C -1.833 -1.775 1.582
C -2.901 -0.688 1.550
C -0.419 -1.162 1.676
C -0.014 -0.438 0.399
C 1.407 0.106 0.499
O 2.177 -0.315 1.349
N 1.788 1.029 -0.430
C 0.854 1.812 -1.238
C 0.197 2.988 -0.513
C 1.036 3.643 0.581
C 2.499 3.899 0.218
C 3.485 2.742 0.422
C 4.866 3.220 -0.030
C 3.568 2.382 1.905
C 3.162 1.504 -0.420
C -0.158 -1.397 -0.781
N -1.534 -1.852 -0.855
C -2.371 -1.194 -1.688
O -1.981 -0.262 -2.390
C -3.801 -1.593 -1.746
N -4.320 -2.865 -1.524
C -5.571 -2.752 -1.757
O -5.948 -1.506 -2.131
C -4.804 -0.768 -2.135
C -4.899 0.638 -2.490
C -6.072 1.147 -3.278
C -5.944 1.506 -1.835
C -1.904 -2.634 0.314
H -1.333 -3.487 2.819
H -1.989 -2.118 3.717
H -3.064 -3.130 2.751
H -2.757 0.014 0.726
H -3.897 -1.124 1.440
H -2.887 -0.114 2.480
H -0.381 -0.476 2.525
H 0.297 -1.965 1.865
H -0.685 0.413 0.249
H 1.402 2.148 -2.119
H 0.065 1.175 -1.635
H -0.074 3.735 -1.265
H -0.751 2.659 -0.077
H 0.567 4.599 0.826
H 0.978 3.050 1.497
H 2.554 4.251 -0.821
H 2.862 4.731 0.830
H 5.617 2.438 0.106
H 4.864 3.503 -1.086
H 5.183 4.089 0.549
H 4.281 1.573 2.067
H 3.895 3.250 2.485
H 2.616 2.044 2.310
H 3.796 0.684 -0.078
H 3.440 1.686 -1.464
H 0.140 -0.969 -1.730
H 0.478 -2.273 -0.613
H -6.341 -3.501 -1.706
H -3.940 1.087 -2.690
H -5.877 1.902 -4.025
H -6.840 0.443 -3.561
H -6.622 1.041 -1.134
H -5.660 2.513 -1.566
H -1.161 -3.437 0.398
H -2.861 -3.128 0.189
*
```


b.
Here is one molecule with the formula C23H35N3O3 from the Open Molecules 2025 dataset. Energies are from wB97M-V/def2-TZVPD.

Calculated values
HOMO-LUMO gap = 9.3 eV
LUMO = 0.0250 Eh
SMILES = COc1ccc(CN2CCNC(=O)[C@H]2CC(=O)NC2CCCCCCC2)cc1C
HOMO level = -8.606 eV

```
! RIJCOSX wB97M-V def2-TZVPD def2/J DEFGRID3
* xyz 0 1
C -3.040 -3.510 -0.619
O -2.041 -3.389 0.362
C -0.789 -3.005 -0.022
C -0.434 -2.637 -1.311
C 0.871 -2.261 -1.595
C 1.840 -2.254 -0.607
C 3.253 -1.818 -0.884
N 3.625 -0.688 -0.042
C 4.976 -0.221 -0.264
C 5.380 0.658 0.916
N 4.364 1.649 1.183
C 3.048 1.500 0.935
O 2.212 2.240 1.414
C 2.667 0.399 -0.045
C 2.423 1.070 -1.422
C 1.279 2.071 -1.345
O 1.427 3.256 -1.549
N 0.084 1.494 -1.096
C -1.099 2.251 -0.720
C -1.230 2.190 0.804
C -2.278 3.110 1.423
C -3.740 2.816 1.073
C -4.132 1.334 1.134
C -4.236 0.643 -0.228
C -2.935 0.436 -1.007
C -2.290 1.725 -1.533
C 1.474 -2.626 0.684
C 0.181 -2.996 0.996
C -0.215 -3.391 2.384
H -3.268 -2.548 -1.087
H -2.759 -4.234 -1.392
H -3.924 -3.871 -0.094
H -1.162 -2.635 -2.107
H 1.125 -1.982 -2.608
H 3.940 -2.634 -0.634
H 3.374 -1.599 -1.958
H 5.083 0.340 -1.207
H 5.644 -1.084 -0.309
H 5.520 0.024 1.802
H 6.325 1.166 0.701
H 4.597 2.378 1.845
H 1.717 -0.013 0.315
H 2.172 0.303 -2.156
H 3.315 1.606 -1.749
H 0.056 0.506 -0.893
H -0.891 3.283 -1.021
H -1.413 1.159 1.112
H -0.255 2.474 1.210
H -2.054 4.141 1.143
H -2.165 3.036 2.508
H -3.977 3.213 0.087
H -4.356 3.373 1.784
H -3.435 0.789 1.772
H -5.117 1.252 1.601
H -4.930 1.209 -0.855
H -4.684 -0.343 -0.063
H -2.225 -0.123 -0.395
H -3.179 -0.196 -1.867
H -3.048 2.502 -1.614
H -1.914 1.550 -2.544
H 2.225 -2.612 1.460
H 0.635 -3.342 3.058
H -1.001 -2.732 2.751
H -0.617 -4.403 2.383
*
```


Most stable one: b, least stable one: a.


a.
Here is an isolated ion of composition C4H11N2 and charge +2 from the Open Molecules 2025 dataset. Energies are from wB97M-V/def2-TZVPD.

Calculated values
HOMO-LUMO gap (spin up / spin down) = 12.0 / 6.8 eV
LUMO (spin up / spin down) = -0.2736 / -0.4666 Eh
HOMO level (spin up / spin down) = -19.443 / -19.453 eV

```
! RIJCOSX wB97M-V def2-TZVPD def2/J DEFGRID3
* xyz 2 2
C -1.202 0.501 1.529
C 0.394 0.425 1.277
C 0.917 0.513 -0.109
C 1.024 -0.473 -0.940
N 1.184 -0.296 -2.495
N -1.818 -0.817 1.156
H -1.538 1.398 1.194
H -1.345 0.506 2.734
H 0.762 -0.481 1.825
H 0.858 1.300 1.734
H 1.155 1.568 -0.592
H 0.483 -1.388 -0.644
H 1.706 0.559 -2.804
H 1.873 -0.988 -2.843
H 0.305 -0.233 -3.033
H -2.515 -1.243 1.782
H -2.242 -0.850 0.229
*
```


b.
Here is an isolated ion of composition C4H11N2 and charge +2 from the Open Molecules 2025 dataset. Energies are from wB97M-V/def2-TZVPD.

Calculated values
HOMO-LUMO gap (spin up / spin down) = 12.0 / 7.4 eV
LUMO (spin up / spin down) = -0.3391 / -0.5096 Eh
HOMO level (spin up / spin down) = -21.235 / -21.276 eV

```
! RIJCOSX wB97M-V def2-TZVPD def2/J DEFGRID3
* xyz 2 2
C 1.567 0.182 0.108
C 0.774 -0.578 -0.977
C -0.738 -0.219 -1.044
C -2.377 0.849 0.431
N -1.502 -0.081 0.248
N 1.244 -0.249 1.453
H 1.510 1.266 -0.057
H 2.666 -0.016 -0.094
H 1.200 -0.337 -1.954
H 0.938 -1.649 -0.834
H -0.978 0.702 -1.580
H -1.295 -1.007 -1.562
H -2.773 1.428 -0.399
H -2.709 0.972 1.455
H 1.771 0.253 2.188
H -0.944 -0.317 1.085
H 1.647 -1.199 1.533
*
```


Most stable one: b, least stable one: a.


a.
Here is C3H10N2OS as an isolated structure from the Open Molecules 2025 dataset. Energies are from wB97M-V/def2-TZVPD.

Calculated values
HOMO-LUMO gap = 8.6 eV
LUMO = 0.0271 Eh
HOMO level = -7.839 eV

```
! RIJCOSX wB97M-V def2-TZVPD def2/J DEFGRID3
* xyz 0 1
C 1.925 0.292 1.433
C -1.893 0.138 -1.964
C 0.497 -1.088 0.072
N -1.840 1.129 0.492
N 1.710 -0.528 0.262
O 0.168 1.608 -1.057
S -0.849 0.697 -0.544
H 2.697 1.023 1.237
H 1.045 0.811 1.804
H 2.285 -0.275 2.283
H -1.935 -0.969 -2.004
H -2.905 0.615 -1.687
H -1.464 0.571 -2.862
H 0.012 -1.600 0.958
H 0.504 -1.877 -0.678
H -1.973 1.980 0.916
H 2.002 0.021 -0.589
*
```


b.
Here is a 2-piece molecular cluster, C3H10N2OS overall from the Open Molecules 2025 dataset. Energies are from wB97M-V/def2-TZVPD.

Calculated values
HOMO-LUMO gap = 9.1 eV
LUMO = 0.0316 Eh
SMILES = CC(C)=N.NSO
HOMO level = -8.273 eV

```
! RIJCOSX wB97M-V def2-TZVPD def2/J DEFGRID3
* xyz 0 1
C -1.339 -0.774 -0.962
C -1.084 0.400 -0.152
C -2.236 1.158 0.354
N 0.146 0.635 0.125
H -0.571 -1.075 -1.595
H -2.278 -0.584 -1.599
H -1.628 -1.797 -0.398
H -1.816 1.875 1.139
H -2.579 1.570 -0.512
H -3.006 0.522 0.661
H 0.152 1.461 0.782
N 4.065 -1.138 0.331
S 4.214 0.453 -0.542
O 3.114 1.278 0.385
H 4.396 -1.821 -0.321
H 4.622 -1.105 1.111
H 2.285 0.895 0.116
*
```


c.
Here is a 2-piece molecular cluster, C3H10N2OS overall from the Open Molecules 2025 dataset. Energies are from wB97M-V/def2-TZVPD.

Calculated values
HOMO-LUMO gap = 8.7 eV
LUMO = 0.0173 Eh
HOMO level = -8.196 eV

```
! RIJCOSX wB97M-V def2-TZVPD def2/J DEFGRID3
* xyz 0 1
C 0.871 1.405 1.842
C 1.058 -0.510 -0.818
C -0.311 0.737 1.173
N -1.385 -1.742 -0.708
N -2.037 -1.984 -1.696
O 0.412 2.189 -0.995
S -0.155 0.863 -0.695
H 1.236 0.922 2.732
H 1.729 1.653 1.261
H 0.643 2.320 2.253
H 0.968 -1.182 0.041
H 0.695 -1.045 -1.759
H 2.167 -0.179 -0.849
H -1.197 1.273 1.380
H -0.370 -0.436 1.363
H -2.439 -2.848 -1.919
H -1.884 -1.437 -2.605
*
```


d.
Here is C3H10N2OS as an isolated structure from the Open Molecules 2025 dataset. Energies are from wB97M-V/def2-TZVPD.

Calculated values
HOMO-LUMO gap = 8.9 eV
LUMO = 0.0335 Eh
HOMO level = -8.002 eV

```
! RIJCOSX wB97M-V def2-TZVPD def2/J DEFGRID3
* xyz 0 1
C 2.099 0.969 -0.169
C 0.111 -1.814 -0.349
C 1.228 0.398 0.922
N -2.686 -0.355 0.606
N -3.183 0.567 -0.011
O -0.598 0.656 -0.986
S -0.427 -0.158 0.220
H 2.531 0.183 -0.784
H 1.488 1.605 -0.811
H 2.907 1.569 0.247
H 0.360 -2.404 0.525
H -0.727 -2.260 -0.873
H 0.961 -1.714 -1.016
H 0.966 1.159 1.656
H 1.668 -0.455 1.428
H -3.512 1.437 0.446
H -3.188 0.620 -1.051
*
```


Most stable one: b, least stable one: c.


a.
Here is a 2-piece molecular cluster, C2H8NO2P overall from the Open Molecules 2025 dataset. Energies are from wB97M-V/def2-TZVPD.

Calculated values
HOMO-LUMO gap = 10.1 eV
LUMO = 0.0250 Eh
SMILES = CNP=O.CO
HOMO level = -9.452 eV

```
! RIJCOSX wB97M-V def2-TZVPD def2/J DEFGRID3
* xyz 0 1
C -1.863 -1.006 -0.301
N -1.962 0.373 -0.090
P -1.178 1.225 1.129
O -1.320 2.652 0.743
H -1.805 -1.549 0.664
H -2.794 -1.544 -0.703
H -1.027 -1.329 -0.918
H -1.973 0.965 -0.938
C 2.506 -0.211 0.271
O 1.422 0.564 -0.252
H 2.214 -0.609 1.234
H 3.330 0.367 0.400
H 2.720 -1.025 -0.327
H 1.730 1.126 -0.913
*
```


b.
Here is C2H8NO2P as an isolated structure from the Open Molecules 2025 dataset. Energies are from wB97M-V/def2-TZVPD.

Calculated values
HOMO-LUMO gap = 9.9 eV
LUMO = 0.0191 Eh
HOMO level = -9.362 eV

```
! RIJCOSX wB97M-V def2-TZVPD def2/J DEFGRID3
* xyz 0 1
C 1.582 0.939 1.567
C 0.565 -1.843 -1.961
N -1.104 0.520 1.136
O 1.113 1.104 0.228
O -0.527 -1.673 -1.538
P -0.426 0.709 -0.219
H 0.976 0.043 1.986
H 1.273 1.744 2.145
H 2.665 0.822 1.393
H 1.253 -0.951 -2.306
H 1.137 -2.869 -2.026
H -3.298 0.476 -1.094
H -2.008 0.041 1.125
H -3.200 0.938 -0.436
*
```


Most stable one: a, least stable one: b.